No. 1
Here is a 8-piece molecular cluster, C13H42O13 overall from the OMol25 dataset. Energies are from ωB97M-V with the def2-TZVPD basis set.

Results
- E (eV) = -40774.066
- highest occupied orbital energy (eV) = -9.49
- charge = 0
- SMILES = OCCO.OCCO.OCCO.OCCO.OCCO.CO.CO.CO

XYZ file:
```
68
C13H42O13 ωB97M-V with the def2-TZVPD basis set
O 3.66504 -2.13722 -0.62719
C 2.89279 -1.10504 -1.19475
C 3.71067 -0.38893 -2.29976
O 4.96212 0.06469 -1.86132
H 4.48462 -1.77511 -0.27632
H 1.98481 -1.50547 -1.63948
H 2.59123 -0.27920 -0.54366
H 3.12891 0.42669 -2.75010
H 3.83075 -1.05565 -3.15668
H 4.86984 0.78057 -1.20366
O -6.60963 -1.44007 -3.04168
C -5.32353 -0.86538 -2.97502
C -4.22039 -1.88119 -2.91092
O -4.05396 -2.68257 -4.06785
H -7.08938 -1.04432 -3.76986
H -5.18793 -0.23898 -3.86315
H -5.14665 -0.16508 -2.14908
H -4.11617 -2.64448 -2.12614
H -3.25439 -1.39064 -2.73935
H -4.85827 -3.03856 -4.44945
O 0.88845 0.34553 2.42084
C 1.08521 -0.96911 2.94125
C 2.42969 -1.15420 3.63677
O 2.36572 -0.31954 4.79208
H 1.11329 0.95748 3.13609
H 0.30710 -1.28579 3.63556
H 1.14811 -1.61462 2.06457
H 3.28466 -0.82530 3.04042
H 2.54415 -2.19035 3.96458
H 3.19028 -0.28777 5.28178
O 2.00164 3.84754 1.83522
C 3.27523 3.25074 1.90662
C 3.26296 1.90821 1.11521
O 4.07674 1.86916 -0.06190
H 1.85855 4.23892 0.96937
H 4.05881 3.92509 1.53721
H 3.49964 3.08649 2.96003
H 2.26907 1.57561 0.82162
H 3.61611 1.15991 1.83124
H 4.34442 2.76744 -0.28257
O 0.22281 2.54589 -4.04742
C -0.47559 2.30934 -2.85414
C -1.99706 2.14764 -2.92886
O -2.75448 3.33598 -2.76550
H 0.04643 1.85893 -4.69293
H -0.00070 1.36885 -2.52212
H -0.18693 2.99674 -2.05710
H -2.19242 1.45412 -2.10704
H -2.41590 1.64477 -3.80822
H -2.54371 3.95547 -3.46973
C -0.56854 -4.25127 1.93354
O 0.56400 -4.25060 2.76165
H -0.45106 -3.84777 0.92598
H -0.93088 -5.27272 1.75113
H -1.28615 -3.65715 2.51397
H 0.36282 -4.16800 3.68951
C -0.83559 -0.74589 -0.33138
O -0.48899 0.50420 0.20280
H -1.81187 -1.04232 0.06679
H -1.00363 -0.69872 -1.41482
H -0.07588 -1.53192 -0.29759
H -0.15014 0.34842 1.11307
C -3.29453 1.13786 3.10833
O -1.99235 1.00981 3.61274
H -3.52793 2.04337 2.53797
H -3.54683 0.37602 2.35359
H -4.08670 1.00954 3.84727
H -1.45848 1.49988 2.97792
```


No. 2
Here is C43H46GaN2O2P as an isolated structure from the OMol25 dataset. Energies are from ωB97M-V with the def2-TZVPD basis set.

Results
- E (eV) = -114081.347
- highest occupied orbital energy (eV) = -7.33
- charge = 0

XYZ file:
```
95
C43H46GaN2O2P ωB97M-V with the def2-TZVPD basis set
Ga -1.16142 -0.06175 -0.62170
N -2.71407 1.28996 -4.03470
C -2.55532 2.63457 -3.46870
C -3.52628 2.89811 -2.32812
C -3.24416 2.18610 -1.01020
O -3.82060 2.50842 0.00558
O -2.36066 1.23734 -1.09676
H -2.13642 1.18914 -4.86262
H -3.67371 1.16396 -4.34094
H -2.69631 3.42025 -4.22243
H -1.53127 2.72896 -3.09906
H -4.54708 2.64138 -2.62798
H -3.55079 3.96357 -2.09390
C -1.64616 0.17138 6.03392
C -2.62543 -0.38272 5.22227
C -2.29734 -0.86966 3.96572
C -0.98110 -0.81536 3.50779
C -0.00743 -0.23951 4.32122
C -0.33843 0.24460 5.57763
P -0.59340 -1.30576 1.79384
C 1.06882 -2.05535 1.86489
C 1.30323 -3.42756 1.82177
C 2.60064 -3.91899 1.83982
C 3.67853 -3.04846 1.90323
C 3.45510 -1.67971 1.93323
C 2.16079 -1.18543 1.90001
C -1.69614 -2.70789 1.47032
C -1.91029 -3.69848 2.39533
C -2.76215 -4.78381 2.11959
C -3.40332 -4.84450 0.91687
C -3.23272 -3.83027 -0.05439
C -3.95628 -3.87529 -1.27115
C -3.84160 -2.86771 -2.17966
C -2.98081 -1.78025 -1.91494
C -2.22454 -1.71052 -0.76730
C -2.35569 -2.74339 0.20474
H -1.90245 0.55050 7.01419
H -3.65096 -0.43468 5.56371
H -3.07399 -1.29015 3.33909
H 1.01478 -0.16115 3.97948
H 0.43062 0.68687 6.19747
H 0.47311 -4.11962 1.75970
H 2.76754 -4.98761 1.80485
H 4.68892 -3.43608 1.91932
H 4.29024 -0.99098 1.96700
H 2.00141 -0.11629 1.88937
H -1.42262 -3.63802 3.36196
H -2.90942 -5.55577 2.86330
H -4.07133 -5.66704 0.68999
H -4.61545 -4.71637 -1.45004
H -4.40985 -2.89019 -3.10092
H -2.91842 -0.97926 -2.64718
C 3.78721 3.40689 2.11212
C 2.39422 2.88074 1.88811
C 1.37554 3.16774 2.78747
C 0.08196 2.71455 2.54829
C -1.04842 3.06236 3.47776
C -0.17031 1.95679 1.41621
C 0.84280 1.60496 0.50762
C 2.12808 2.10767 0.76427
N 0.52589 0.75454 -0.54258
C 1.31160 0.65940 -1.78035
C 2.61319 -0.14911 -1.62746
C 3.33811 -0.25635 -2.97431
C 3.62358 1.14516 -3.52307
C 2.30620 1.89572 -3.74142
C 1.41931 1.11910 -4.71675
C 1.13783 -0.27188 -4.14651
C 2.45967 -1.02247 -3.96469
C 0.44700 -0.12317 -2.78744
C 1.58615 2.03953 -2.39946
H 3.91194 3.77007 3.13143
H 4.00240 4.23601 1.43466
H 4.53719 2.63515 1.93152
H 1.58475 3.75833 3.67224
H -0.67422 3.38192 4.45014
H -1.70878 2.20604 3.62824
H -1.65178 3.87171 3.06241
H -1.19725 1.66231 1.22546
H 2.94621 1.88946 0.09510
H 2.34705 -1.14795 -1.26408
H 3.27845 0.28195 -0.88064
H 4.28048 -0.79136 -2.82871
H 4.18253 1.07615 -4.46080
H 4.24745 1.69987 -2.81507
H 2.51204 2.88932 -4.14878
H 1.91091 1.02950 -5.69015
H 0.48113 1.66224 -4.87428
H 0.48265 -0.82971 -4.82089
H 2.96777 -1.11431 -4.92949
H 2.27268 -2.03545 -3.59591
H 0.24296 -1.12633 -2.38379
H -0.51314 0.39803 -2.94308
H 0.62696 2.55238 -2.52623
H 2.18172 2.65294 -1.72162
```


No. 3
Here is C27H28AuN8OS as an isolated structure from the OMol25 dataset. Energies are from ωB97M-V with the def2-TZVPD basis set.

Results
- E (eV) = -56925.060
- highest occupied orbital energy (alpha / beta) (eV) = -14.68 / -14.68
- charge = +3

XYZ file:
```
66
C27H28AuN8OS ωB97M-V with the def2-TZVPD basis set
Au 0.15511 0.16146 -0.12518
N 3.98968 1.42211 -0.23774
C 4.38623 0.08794 -0.20282
C 5.65737 -0.47523 -0.19982
C 5.71211 -1.85030 -0.16759
C 4.54332 -2.63086 -0.13776
C 3.28442 -2.06968 -0.14233
C 3.21685 -0.67799 -0.17720
N 2.14898 0.23058 -0.19988
C 2.66447 1.46584 -0.22716
C 1.74178 2.58574 -0.28444
C 1.88478 3.92783 -0.40444
S 0.35156 4.67427 -0.52265
C -0.41765 3.18034 -0.40636
N 0.41896 2.17573 -0.27640
H 4.61147 2.21875 -0.24138
H 6.55260 0.13119 -0.21734
H 6.67453 -2.34255 -0.16564
H 4.63842 -3.70747 -0.10876
H 2.40496 -2.69438 -0.11617
H 2.79039 4.51360 -0.43996
H -1.49014 3.06018 -0.44317
C -4.17929 -0.22371 -1.34636
N -4.04771 0.29898 0.01584
C -5.20377 1.07462 0.48870
C -2.85705 0.35050 0.60635
O -1.83502 0.23515 -0.20223
N -2.74754 0.44535 1.93306
C -3.80759 -0.03682 2.83549
C -1.53364 0.84688 2.62976
H -5.18318 -0.63007 -1.44748
H -3.46011 -1.01831 -1.51814
H -4.04101 0.56428 -2.08758
H -5.51614 1.73721 -0.31818
H -4.93837 1.67947 1.34929
H -6.03444 0.41882 0.74449
H -4.50702 -0.66398 2.29280
H -4.33588 0.78998 3.30745
H -3.33345 -0.63547 3.61234
H -0.85181 1.38527 1.97692
H -1.02932 -0.01858 3.06604
H -1.80200 1.52330 3.44053
N -0.20968 -6.93639 -0.90531
C -0.24043 -8.18433 -0.34480
C -0.28294 -9.46401 -0.90557
C -0.29266 -10.50634 -0.01302
C -0.25284 -10.30941 1.39295
C -0.19921 -9.05894 1.94097
C -0.18776 -7.96740 1.04950
N -0.12727 -6.63680 1.31274
C -0.14311 -6.03847 0.13466
C -0.10041 -4.61457 0.02316
C -0.11174 -3.90599 -1.19389
C -0.05317 -2.53804 -1.19488
N 0.00633 -1.83379 -0.04376
C 0.01018 -2.48742 1.14532
C -0.04104 -3.84750 1.20828
H -0.24042 -6.74327 -1.89173
H -0.29015 -9.62982 -1.97373
H -0.33246 -11.51948 -0.38990
H -0.26406 -11.17856 2.03560
H -0.17655 -8.89796 3.00936
H -0.16709 -4.41019 -2.14830
H -0.06012 -1.97563 -2.11913
H 0.05814 -1.87953 2.03843
H -0.03891 -4.35507 2.16293
```